Below is a molecular structure, C31H30BaCl2N5, with properties calculated with wB97M-V/def2-TZVPD.

Cartesian coordinates (Å):
Ba1 -0.019 -0.978 -0.390
C1 -1.849 -2.730 3.811
C2 -1.343 -1.862 4.762
C3 -0.835 -0.637 4.360
C4 -0.850 -0.305 3.010
N1 -1.319 -1.163 2.093
C5 -1.796 -2.341 2.483
C6 -0.347 1.028 2.568
C7 -0.396 2.105 3.450
C8 0.087 3.331 3.033
C9 0.634 3.456 1.770
C10 0.676 2.337 0.941
N2 0.169 1.168 1.344
C11 1.334 2.405 -0.405
C12 2.167 3.470 -0.737
C13 2.777 3.486 -1.981
C14 2.564 2.436 -2.855
C15 1.746 1.398 -2.441
N3 1.137 1.396 -1.257
H1 -2.256 -3.693 4.084
H2 -1.332 -2.135 5.809
H3 -0.403 0.032 5.089
H4 -2.156 -3.000 1.699
H5 -0.837 2.001 4.430
H6 0.034 4.188 3.691
H7 1.003 4.413 1.438
H8 2.361 4.269 -0.038
H9 3.424 4.307 -2.256
H10 3.034 2.402 -3.827
H11 1.580 0.527 -3.067
C16 2.358 -5.310 1.905
C17 1.273 -4.311 2.307
C18 1.838 -3.082 2.969
C19 1.937 -3.014 4.353
C20 2.470 -1.897 4.980
C21 2.909 -0.829 4.217
C22 2.839 -0.860 2.827
C23 3.366 0.303 2.025
C24 4.871 0.203 1.781
C25 2.314 -2.002 2.210
N4 2.116 -2.027 0.813
C26 2.995 -2.379 -0.062
C27 2.770 -2.450 -1.466
C28 3.734 -2.833 -2.411
C29 3.092 -2.858 -3.643
C30 1.765 -2.501 -3.391
N5 1.549 -2.247 -2.089
H12 1.923 -6.197 1.446
H13 2.935 -5.624 2.776
H14 3.051 -4.867 1.189
H15 0.571 -4.789 2.994
H16 0.706 -4.023 1.416
H17 1.589 -3.851 4.949
H18 2.542 -1.862 6.059
H19 3.323 0.047 4.704
H20 3.144 1.231 2.560
H21 2.850 0.359 1.063
H22 5.415 0.134 2.723
H23 5.240 1.075 1.238
H24 5.112 -0.685 1.196
H25 4.004 -2.666 0.254
H26 4.767 -3.072 -2.208
H27 3.518 -3.120 -4.598
H28 0.956 -2.433 -4.107
Cl1 -3.369 -1.218 -1.155
C31 -3.284 -0.712 -2.859
Cl2 -1.739 0.041 -3.278
H29 -4.071 0.015 -3.017
H30 -3.408 -1.597 -3.470

Calculated values
Total charge: +1
LUMO level in eV: -3.02
HOMO in eV: -9.67

---

Below is a molecular structure, C31H30BrClI2NO3SiZr, with properties calculated with wB97M-V/def2-TZVPD.

Cartesian coordinates (Å):
Zr1 -0.698 0.666 -1.154
O1 -1.814 -3.793 -1.016
C1 -0.574 -3.311 -1.494
C2 -0.659 -1.790 -1.552
O2 0.401 -1.077 -1.590
O3 -1.763 -1.160 -1.512
C3 0.520 -3.637 -0.479
C4 0.174 -3.845 0.851
C5 1.165 -4.068 1.798
C6 2.500 -4.076 1.422
C7 2.844 -3.864 0.094
C8 1.857 -3.643 -0.855
C9 -0.275 -3.846 -2.890
C10 -0.125 -5.225 -3.025
C11 0.113 -5.779 -4.271
C12 0.211 -4.961 -5.390
C13 0.063 -3.590 -5.259
C14 -0.182 -3.031 -4.011
H1 -2.298 -4.176 -1.756
H2 -0.868 -3.856 1.139
H3 0.891 -4.246 2.830
H4 3.271 -4.258 2.159
H5 3.883 -3.876 -0.207
H6 2.131 -3.476 -1.889
H7 -0.181 -5.859 -2.148
H8 0.231 -6.850 -4.370
H9 0.403 -5.395 -6.362
H10 0.138 -2.949 -6.127
H11 -0.296 -1.956 -3.937
C15 1.907 0.875 4.305
Si1 2.838 1.123 2.710
C16 3.644 2.801 2.638
C17 4.041 -0.255 2.381
C18 1.575 1.059 1.344
C19 0.740 0.926 0.460
H12 2.589 0.912 5.157
H13 1.406 -0.095 4.317
H14 1.152 1.650 4.449
H15 4.433 2.882 3.388
H16 2.919 3.595 2.832
H17 4.093 2.977 1.659
H18 4.800 -0.301 3.165
H19 4.548 -0.111 1.425
H20 3.525 -1.217 2.345
Br1 -2.464 0.970 4.636
C20 -2.952 0.610 2.859
C21 -4.249 0.258 2.527
C22 -4.538 0.000 1.198
C23 -3.532 0.094 0.259
N1 -2.276 0.444 0.585
C24 -1.991 0.702 1.870
H21 -5.012 0.186 3.291
H22 -5.534 -0.282 0.888
H23 -3.724 -0.129 -0.782
H24 -0.971 0.975 2.098
I1 1.171 3.380 -1.728
I2 -1.107 1.238 -3.857
Cl1 -2.295 3.124 -0.649
C25 -1.887 4.845 -0.600
C26 -2.914 5.711 -0.919
C27 -2.672 7.076 -0.869
C28 -1.418 7.544 -0.508
C29 -0.405 6.649 -0.202
C30 -0.615 5.272 -0.237
C31 0.504 4.342 0.077
H25 -3.883 5.325 -1.202
H26 -3.466 7.767 -1.116
H27 -1.225 8.607 -0.469
H28 0.576 7.017 0.070
H29 1.369 4.865 0.470
H30 0.241 3.518 0.736

Calculated values
Total charge: +1
LUMO level in eV: -3.70
Energy above the lowest of the compared OMol25 structures with the same formula, charge and spin in eV: 0.264
HOMO in eV: -11.35

---

Below is a molecular structure, C31H30Cl2F6N5ORbSb, with properties calculated with wB97M-V/def2-TZVPD.

Cartesian coordinates (Å):
Rb1 0.516 0.239 -1.519
C1 -2.252 0.184 2.122
C2 -1.571 1.440 1.599
C3 -0.168 1.583 2.172
N1 0.596 0.408 1.793
C4 1.786 0.211 2.195
C5 2.511 1.142 3.050
C6 3.530 0.884 3.920
C7 4.146 -0.340 4.225
C8 3.982 -1.588 3.598
C9 3.271 -1.897 2.475
C10 2.443 -1.030 1.647
N2 2.153 -1.286 0.434
C11 2.701 -2.425 -0.279
C12 2.186 -2.455 -1.717
C13 0.879 -3.221 -1.908
N3 -0.214 -2.587 -1.204
C14 -1.344 -3.205 -1.140
C15 -1.587 -4.465 -1.811
C16 -2.501 -5.463 -1.580
C17 -3.524 -5.563 -0.635
C18 -3.918 -4.507 0.182
C19 -3.507 -3.193 0.246
C20 -2.471 -2.460 -0.447
N4 -2.406 -1.168 -0.501
C21 -3.542 -0.398 -0.024
C22 -3.603 -0.111 1.490
H1 -2.361 0.263 3.212
H2 -1.592 -0.664 1.929
H3 -2.163 2.333 1.832
H4 -1.503 1.392 0.508
H5 -0.214 1.674 3.266
H6 0.324 2.487 1.795
H7 2.172 2.169 2.981
H8 3.902 1.741 4.473
H9 4.862 -0.316 5.040
H10 4.545 -2.403 4.044
H11 3.338 -2.917 2.118
H12 2.454 -3.373 0.220
H13 3.794 -2.335 -0.277
H14 2.946 -2.912 -2.359
H15 2.082 -1.428 -2.064
H16 1.041 -4.261 -1.575
H17 0.674 -3.275 -2.986
H18 -0.895 -4.668 -2.618
H19 -2.382 -6.327 -2.234
H20 -4.068 -6.497 -0.562
H21 -4.731 -4.738 0.872
H22 -4.069 -2.600 0.952
H23 -4.495 -0.861 -0.322
H24 -3.498 0.568 -0.540
H25 -4.047 -0.957 2.021
H26 -4.289 0.734 1.640
Cl1 4.365 3.529 1.378
C23 2.780 4.067 0.865
C24 2.322 5.288 1.354
C25 1.119 5.805 0.959
Cl2 0.581 7.340 1.621
C26 0.321 5.115 0.014
C27 -0.913 5.596 -0.477
C28 -1.608 4.865 -1.397
C29 -1.075 3.635 -1.825
N5 0.060 3.158 -1.381
C30 0.777 3.867 -0.480
C31 2.054 3.247 -0.041
O1 2.405 2.119 -0.431
H27 2.936 5.833 2.060
H28 -1.287 6.545 -0.117
H29 -2.554 5.210 -1.795
H30 -1.605 3.025 -2.551
F1 -0.892 0.208 -3.671
Sb1 -0.094 0.021 -5.391
F2 0.840 1.637 -5.066
F3 1.300 -0.897 -4.469
F4 0.765 -0.162 -7.065
F5 -1.002 -1.608 -5.675
F6 -1.514 0.999 -6.170

Calculated values
Multiplicity: 2
⟨S²⟩: 0.8238
Total charge: -2
LUMO level (spin up / spin down) in eV: 3.82 / 2.55
Energy above the lowest of the compared OMol25 structures with the same formula, charge and spin in eV: 0.138
HOMO (spin up / spin down) in eV: -1.31 / -1.31

---

Below is a molecular structure, C31H30IrN5O2PS, with properties calculated with wB97M-V/def2-TZVPD.

Cartesian coordinates (Å):
Ir1 -0.057 0.646 0.113
C1 0.063 3.389 -2.428
O1 -0.242 2.010 -2.221
C2 -0.993 1.355 -3.151
C3 -1.144 1.798 -4.457
C4 -1.870 1.030 -5.354
C5 -2.433 -0.170 -4.948
C6 -2.295 -0.597 -3.639
C7 -1.585 0.166 -2.716
N1 -1.468 -0.207 -1.328
N2 -2.289 -1.125 -1.039
C8 -2.459 -1.701 0.168
C9 -1.768 -1.392 1.360
O2 -0.952 -0.400 1.540
C10 -1.954 -2.216 2.510
C11 -2.826 -3.250 2.486
C12 -3.616 -3.550 1.337
C13 -4.553 -4.601 1.359
C14 -5.334 -4.857 0.264
C15 -5.200 -4.057 -0.878
C16 -4.284 -3.034 -0.924
C17 -3.456 -2.767 0.180
H1 0.805 3.510 -3.220
H2 0.459 3.752 -1.483
H3 -0.840 3.948 -2.677
H4 -0.700 2.730 -4.775
H5 -1.985 1.370 -6.374
H6 -2.989 -0.775 -5.651
H7 -2.738 -1.527 -3.318
H8 -1.371 -1.981 3.390
H9 -2.946 -3.870 3.368
H10 -4.651 -5.194 2.260
H11 -6.056 -5.663 0.280
H12 -5.836 -4.239 -1.735
H13 -4.205 -2.417 -1.806
C18 0.700 1.555 3.333
P1 1.435 1.008 1.778
C19 2.319 -0.537 2.094
C20 2.274 -1.590 1.183
C21 2.935 -2.779 1.454
C22 3.642 -2.924 2.638
C23 3.690 -1.881 3.554
C24 3.028 -0.694 3.286
C25 2.674 2.262 1.358
C26 2.208 3.526 0.986
C27 3.109 4.524 0.651
C28 4.474 4.266 0.667
C29 4.940 3.008 1.020
C30 4.043 2.005 1.367
H14 1.478 1.886 4.020
H15 0.118 0.748 3.774
H16 0.039 2.390 3.106
H17 1.719 -1.514 0.252
H18 2.890 -3.592 0.742
H19 4.152 -3.854 2.852
H20 4.242 -1.993 4.477
H21 3.067 0.111 4.010
H22 1.142 3.724 0.962
H23 2.746 5.507 0.379
H24 5.174 5.047 0.404
H25 6.002 2.805 1.029
H26 4.414 1.028 1.648
N3 1.781 -0.331 -2.364
N4 1.852 0.615 -1.287
H27 2.554 -0.188 -3.005
H28 0.917 -0.171 -2.868
H29 2.027 1.568 -1.601
H30 2.646 0.342 -0.715
S1 -3.593 3.135 0.791
C31 -2.112 2.603 0.758
N5 -0.959 2.273 0.773

Calculated values
Total charge: +1
LUMO level in eV: -3.97
Energy above the lowest of the compared OMol25 structures with the same formula, charge and spin in eV: 2.278
HOMO in eV: -10.20

---

Below is a molecular structure, C31H31BBrCl5N5OS2SbTc, with properties calculated with wB97M-V/def2-TZVPD.

Cartesian coordinates (Å):
Tc1 -0.815 0.061 0.377
Cl1 -5.237 4.545 4.124
C1 -4.491 3.312 3.185
C2 -3.108 3.169 3.185
Cl2 -2.126 4.225 4.120
C3 -2.516 2.168 2.425
Cl3 -0.785 1.991 2.434
C4 -3.263 1.278 1.644
O1 -2.737 0.325 0.923
C5 -4.661 1.444 1.661
Cl4 -5.596 0.359 0.705
C6 -5.264 2.440 2.415
Cl5 -6.974 2.607 2.399
C7 -3.877 2.215 -2.160
N1 -2.680 1.756 -2.844
C8 -2.651 1.234 -4.120
C9 -1.362 0.930 -4.382
N2 -0.604 1.262 -3.281
B1 0.961 1.215 -3.252
N3 1.470 -0.242 -2.912
C10 1.891 -1.121 -3.883
C11 2.491 -2.173 -3.282
N4 2.430 -1.933 -1.928
C12 2.992 -2.800 -0.905
C13 1.793 -0.759 -1.722
S1 1.567 -0.100 -0.133
C14 -1.424 1.754 -2.341
S2 -0.987 2.327 -0.773
H1 -4.633 1.431 -2.173
H2 -4.266 3.110 -2.644
H3 -3.613 2.444 -1.130
H4 -3.542 1.135 -4.714
H5 -0.913 0.521 -5.269
H6 1.336 1.431 -4.377
H7 1.379 1.977 -2.432
H8 1.749 -0.904 -4.926
H9 2.959 -3.054 -3.682
H10 2.812 -3.838 -1.180
H11 2.512 -2.586 0.046
H12 4.063 -2.629 -0.809
C15 -0.805 -1.360 1.983
C16 0.388 -2.207 2.218
C17 1.534 -1.683 2.824
C18 2.665 -2.452 3.008
C19 2.669 -3.789 2.603
C20 1.524 -4.341 2.033
C21 0.402 -3.553 1.842
C22 3.854 -4.587 2.755
N5 4.811 -5.213 2.867
H13 -0.997 -0.715 2.845
H14 -1.697 -1.964 1.815
H15 1.540 -0.642 3.130
H16 3.551 -2.027 3.463
H17 1.520 -5.383 1.743
H18 -0.488 -3.990 1.405
C23 4.463 2.211 3.464
Sb1 2.727 2.388 2.210
C24 3.799 2.733 0.393
C25 2.346 4.456 2.646
H19 5.133 3.054 3.293
H20 4.993 1.286 3.237
H21 4.170 2.196 4.513
H22 4.491 3.566 0.517
H23 3.094 2.953 -0.409
H24 4.355 1.836 0.122
H25 3.274 5.029 2.633
H26 1.877 4.551 3.625
H27 1.665 4.861 1.898
Br1 -2.790 -4.419 -4.214
C26 -2.235 -3.207 -2.869
C27 -3.035 -2.124 -2.551
C28 -2.615 -1.230 -1.576
C29 -1.387 -1.393 -0.931
C30 -0.630 -2.525 -1.235
C31 -1.040 -3.428 -2.203
H28 -3.984 -1.982 -3.052
H29 -3.267 -0.413 -1.299
H30 0.287 -2.720 -0.698
H31 -0.440 -4.298 -2.435

Calculated values
Multiplicity: 4
⟨S²⟩: 3.7953
Total charge: 0
LUMO level (spin up / spin down) in eV: -0.17 / -1.30
Energy above the lowest of the compared OMol25 structures with the same formula, charge and spin in eV: 0.041
HOMO (spin up / spin down) in eV: -8.13 / -8.30

---

Below is a molecular structure, C31H31BF4I2N6O2V, with properties calculated with wB97M-V/def2-TZVPD.

Cartesian coordinates (Å):
V1 0.424 0.532 0.654
I1 3.751 5.156 5.956
C1 2.672 4.203 4.448
C2 1.492 4.762 3.983
C3 0.781 4.100 2.997
I2 -0.995 4.927 2.280
C4 1.197 2.871 2.436
O1 0.481 2.278 1.521
C5 2.413 2.340 2.934
C6 2.974 1.063 2.358
N1 1.944 0.016 2.156
C7 1.292 -0.390 3.425
C8 -0.132 -0.836 3.216
C9 -0.744 -1.696 4.110
C10 -2.030 -2.126 3.859
C11 -2.664 -1.708 2.698
C12 -1.998 -0.842 1.862
N2 -0.758 -0.377 2.121
C13 3.126 3.005 3.926
H1 1.125 5.696 4.385
H2 3.768 0.702 3.011
H3 3.417 1.263 1.383
H4 2.390 -0.810 1.753
H5 1.291 0.472 4.091
H6 1.843 -1.188 3.916
H7 -0.194 -2.046 4.977
H8 -2.522 -2.807 4.543
H9 -3.654 -2.057 2.434
H10 -2.430 -0.534 0.917
H11 4.052 2.572 4.291
C14 3.700 0.792 -2.210
C15 2.928 0.397 -1.119
N3 1.718 0.894 -0.880
C16 1.195 1.750 -1.807
C17 1.916 2.234 -2.893
C18 3.213 1.738 -3.079
C19 1.294 3.201 -3.766
C20 0.029 3.601 -3.562
C21 -0.759 3.064 -2.481
C22 -2.090 3.429 -2.240
C23 -2.738 2.893 -1.162
C24 -2.072 1.971 -0.351
N4 -0.839 1.562 -0.580
C25 -0.179 2.135 -1.620
H12 4.682 0.358 -2.347
H13 3.296 -0.347 -0.421
H14 3.812 2.089 -3.912
H15 1.872 3.601 -4.593
H16 -0.426 4.337 -4.217
H17 -2.586 4.136 -2.898
H18 -3.758 3.168 -0.925
H19 -2.560 1.573 0.528
C26 -4.108 -2.513 -0.876
N5 -2.952 -2.933 -1.634
C27 -3.020 -4.209 -2.322
C28 -1.624 -4.789 -2.420
C29 -0.737 -3.824 -3.178
N6 -0.983 -2.440 -2.783
C30 0.029 -1.487 -3.206
C31 -1.959 -2.027 -1.914
O2 -1.957 -0.889 -1.438
H20 -4.324 -3.235 -0.084
H21 -4.995 -2.427 -1.514
H22 -3.910 -1.541 -0.437
H23 -3.455 -4.096 -3.324
H24 -3.674 -4.865 -1.748
H25 -1.643 -5.749 -2.934
H26 -1.228 -4.937 -1.413
H27 -0.895 -3.924 -4.257
H28 0.309 -4.046 -2.976
H29 1.015 -1.803 -2.864
H30 -0.199 -0.516 -2.784
H31 0.035 -1.417 -4.298
F1 1.122 -3.727 -0.500
B1 1.267 -2.737 0.468
F2 2.639 -2.371 0.653
F3 0.692 -3.091 1.693
F4 0.596 -1.523 -0.019

Calculated values
Multiplicity: 4
⟨S²⟩: 3.7652
Total charge: 0
LUMO level (spin up / spin down) in eV: -0.38 / -0.49
Energy above the lowest of the compared OMol25 structures with the same formula, charge and spin in eV: 0.581
HOMO (spin up / spin down) in eV: -6.20 / -7.38